The following is a DFT calculation (ωB97M-V/def2-TZVPD) of C3H4P2 in the gas phase.

## Properties
* LUMO energy: -0.0171 Ha
* Kohn-Sham gap: 7.8 eV
* multiplicity: 1
* charge: 0
* structure (SMILES): [H]/P=C/[C@@H]1C=P1

Cartesian coordinates (Å):
C -0.416 -0.008 -0.699
C 0.868 0.594 1.800
P 2.044 0.877 0.662
H -2.072 -0.177 -2.545
P -0.958 -0.999 -2.026
H 0.707 -1.404 0.434
C 0.494 -0.329 0.477
H -0.952 0.873 -0.708
H 0.286 0.573 2.605

Cartesian forces, eV/Å:
-0.1 -2.3 0.0
1.7 -1.7 -6.9
-1.7 -0.8 1.3
1.1 -0.1 0.6
0.4 0.6 1.3
0.4 0.4 0.7
0.9 1.2 -1.0
-0.8 2.2 0.5
-1.8 0.4 3.4



The following is a DFT calculation (ωB97M-V/def2-TZVPD) of C5H8N as an isolated structure.

## Properties
* LUMO energy: -0.1453 Ha
* Kohn-Sham gap: 9.6 eV
* multiplicity: 1
* charge: +1

Cartesian coordinates (Å):
H -0.621 2.037 -0.639
H 0.661 1.818 0.552
H 1.814 -1.540 -0.016
H 1.857 -0.113 1.047
H -2.851 -0.518 -0.132
N 1.635 -0.424 0.097
C 0.224 -0.053 -0.211
H -0.590 -1.398 -1.926
H -0.940 -0.120 1.983
C -0.826 0.135 0.832
C -0.166 1.418 0.192
H 2.273 0.067 -0.531
C -1.712 -0.521 -0.190
C -0.759 -0.787 -1.059

Cartesian forces, eV/Å:
0.1 -0.9 1.3
3.3 2.3 2.6
-0.5 3.3 0.6
0.1 -0.4 0.0
1.8 -0.4 -0.5
0.3 -2.9 -0.6
0.6 0.9 1.1
-0.4 0.4 -0.6
0.8 0.6 -2.7
0.3 1.3 2.0
-3.7 -3.4 -3.7
0.2 -0.2 -0.1
-3.7 0.4 0.7
0.9 -1.0 -0.2



The following is a DFT calculation (ωB97M-V/def2-TZVPD) of C40H66CdGeIN6P3Se as an isolated structure.

## Properties
* LUMO energy (alpha / beta): 0.0890 / 0.0567 Ha
* Kohn-Sham gap (alpha / beta): 6.2 / 5.7 eV
* multiplicity: 2
* charge: -1

Cartesian coordinates (Å):
P -4.784 -18.231 -8.883
H 3.031 -23.392 -9.651
P -2.955 -21.534 -4.387
H 0.261 -23.451 -4.706
H 0.118 -21.766 -5.208
H -3.058 -22.317 -1.279
C -1.039 -17.505 -10.763
C -2.410 -26.086 -6.999
C -0.791 -22.816 -8.826
C 0.150 -21.765 -8.843
H -5.668 -24.511 -9.518
H 2.083 -17.820 -4.814
H -2.852 -24.171 -9.480
H -4.666 -20.316 -12.029
H -6.143 -26.217 -9.453
H -1.762 -19.407 -4.359
C 2.156 -18.322 -6.892
C -6.341 -25.239 -6.940
C 0.380 -18.933 -5.369
H -7.120 -25.943 -7.222
H -6.061 -15.989 -10.691
C -3.092 -17.510 -8.611
H -0.005 -18.876 -4.361
H -3.141 -18.001 -11.860
N -0.388 -20.432 -8.679
C -0.286 -24.063 -9.293
H -0.220 -17.012 -12.654
C -0.627 -21.736 -2.683
H -4.247 -23.104 -2.319
Cd -5.137 -21.752 -6.400
C 1.492 -19.009 -7.907
C 0.290 -19.944 -11.060
H -1.818 -23.352 -3.444
C -0.429 -19.663 -9.918
C -0.340 -19.597 -6.395
C 0.293 -19.654 -7.654
C -5.338 -25.514 -9.209
C -1.051 -25.754 -6.390
H -2.918 -16.687 -9.304
C -0.269 -17.775 -11.889
H -6.263 -19.370 -3.731
H -4.789 -21.898 -1.161
C -2.299 -27.001 -8.216
H -4.751 -15.534 -7.262
H -3.282 -27.315 -8.544
C -5.063 -25.566 -7.714
N -2.088 -18.527 -8.713
H -6.106 -18.885 -6.479
H -6.498 -14.840 -9.426
C 0.360 -18.992 -12.084
H 0.285 -22.317 -2.479
C -1.247 -18.506 -9.768
H 0.931 -19.176 -12.990
P -3.556 -24.619 -7.123
H -0.293 -20.746 -2.984
H -2.930 -26.666 -6.240
C -4.868 -18.629 -10.702
H -1.170 -25.305 -5.403
C -6.675 -21.726 -8.106
H -4.696 -17.765 -12.682
C -4.437 -20.074 -10.991
N -6.379 -19.489 -5.699
H -6.888 -17.170 -8.696
N -2.048 -22.541 -8.415
C 1.584 -18.315 -5.636
H -3.483 -18.880 -2.854
H 0.816 -20.888 -11.159
C 1.975 -23.214 -9.460
H -0.936 -24.922 -9.377
H -4.831 -26.600 -7.448
H -6.175 -25.322 -5.862
H -7.258 -18.223 -4.368
H -4.868 -20.841 -3.259
H -4.800 -15.181 -9.740
H -1.179 -21.629 -1.748
H -6.705 -24.226 -7.134
C -3.381 -19.748 -2.202
N -1.565 -20.162 -6.288
C -1.412 -22.409 -3.806
C -3.861 -21.029 -2.874
H 3.085 -17.806 -7.091
C -2.339 -19.951 -5.101
H -3.227 -19.336 -5.296
H 2.176 -21.137 -8.996
H -3.100 -17.101 -7.604
C -3.065 -23.538 -8.611
H -2.353 -19.813 -1.841
H -3.360 -20.203 -10.837
C 1.049 -24.239 -9.594
Ge -2.527 -20.509 -7.951
H -5.935 -18.568 -10.873
C 1.491 -21.968 -9.072
Se -7.386 -20.136 -8.783
H -4.026 -19.547 -1.334
N -6.358 -18.701 -4.501
H -4.016 -23.032 -8.833
H -6.314 -22.389 -8.894
H -1.541 -16.554 -10.738
C -0.457 -22.659 -4.975
H -7.411 -22.220 -7.466
H -4.210 -16.655 -11.400
C -5.871 -16.752 -8.667
H -1.773 -26.536 -9.057
I -6.865 -22.691 -4.319
C -3.977 -22.161 -1.854
H -5.494 -16.954 -6.495
H 1.390 -25.219 -9.924
H -0.989 -22.938 -5.877
H -6.485 -15.558 -6.971
H -1.742 -27.909 -7.941
H -0.494 -26.701 -6.273
H 1.895 -18.992 -8.914
H -7.307 -19.843 -5.907
C -5.637 -16.181 -7.261
H -4.970 -20.782 -10.348
H -4.465 -25.803 -9.798
H -0.460 -25.101 -7.023
C -4.174 -17.703 -11.717
C -5.796 -15.639 -9.703

Cartesian forces, eV/Å:
-0.1 -0.4 0.0
-0.2 0.1 0.0
0.0 -0.2 -0.7
-0.2 0.2 -0.1
0.0 0.1 0.1
-0.1 0.1 -0.1
-0.2 -0.6 0.2
0.2 0.1 -0.1
0.4 -0.4 -0.3
-0.1 0.0 0.2
0.1 -0.3 0.0
0.1 0.1 0.0
0.0 0.1 -0.1
0.0 -0.1 -0.1
0.0 0.1 0.0
-0.1 0.1 0.1
-0.2 -0.1 -0.3
0.4 0.2 0.3
-0.4 -0.3 -0.4
-0.2 -0.1 -0.1
-0.1 0.0 -0.2
-0.3 0.1 -0.1
0.0 0.0 0.0
0.1 0.1 0.0
-0.3 0.0 -0.2
-0.4 0.2 0.3
0.1 0.1 -0.1
0.1 -0.1 0.2
-0.1 -0.1 -0.1
0.2 0.5 0.1
-0.1 0.2 0.1
0.1 0.0 0.0
0.1 -0.3 0.0
0.0 0.2 0.2
0.7 0.5 0.2
0.3 0.0 0.3
-0.1 0.0 -0.3
0.0 -0.6 0.1
0.0 0.1 0.0
-0.1 0.0 0.1
-0.1 0.3 -0.3
0.2 -0.2 0.0
0.4 0.0 0.0
-0.1 -0.1 0.1
-0.1 -0.1 -0.2
-0.3 0.0 0.0
0.3 -0.4 -0.2
-0.1 -0.3 0.2
0.1 -0.1 -0.1
0.0 0.0 0.0
-0.2 0.1 0.0
0.3 0.1 -0.8
-0.1 -0.1 0.2
0.0 0.5 0.0
0.0 0.2 -0.1
-0.3 -0.1 0.2
0.5 0.1 -0.2
0.1 0.0 -0.1
0.1 -0.5 0.1
0.1 -0.1 0.1
-0.1 0.0 0.4
0.4 0.4 -0.3
0.1 0.0 0.0
0.3 0.3 0.0
0.2 0.0 0.3
0.1 0.0 -0.1
0.0 0.2 0.1
-0.1 -0.1 0.2
0.0 0.2 0.0
0.1 -0.1 0.0
-0.1 0.1 -0.2
0.4 -0.3 -0.1
0.0 -0.1 0.1
-0.1 -0.1 0.0
0.0 -0.1 -0.1
0.0 -0.2 0.0
-0.3 0.3 0.3
-0.1 -0.3 -0.4
-0.1 0.4 -0.1
0.1 0.3 0.2
0.0 0.0 0.0
0.0 0.2 0.6
-0.1 0.1 0.0
0.0 0.1 0.0
0.0 0.2 0.2
-0.3 -0.4 -0.1
0.0 0.0 -0.1
-0.1 0.0 -0.1
0.3 -0.2 -0.1
-0.2 -0.3 0.4
-0.4 -0.1 0.0
0.4 -0.2 -0.2
-0.1 0.2 0.0
0.1 0.0 -0.1
-0.2 -0.3 0.4
0.1 0.0 0.0
-0.1 0.0 0.1
-0.1 0.1 0.2
0.1 -0.3 0.1
0.0 0.0 -0.1
0.2 -0.2 -0.2
-0.1 0.1 0.1
-0.2 -0.1 0.2
-0.1 0.0 0.3
-0.2 0.1 0.2
0.0 0.2 -0.1
-0.1 0.1 0.0
0.0 -0.1 -0.2
0.0 0.0 0.1
-0.1 0.2 -0.1
-0.1 0.3 0.0
-0.1 -0.1 0.0
0.0 -0.1 -0.1
0.0 0.1 -0.1
0.1 0.1 0.0
-0.1 0.1 -0.1
0.1 0.2 0.0
-0.4 0.2 0.3
-0.1 0.4 0.4



The following is a DFT calculation (ωB97M-V/def2-TZVPD) of C7H14 in the gas phase.

## Properties
* LUMO energy: 0.0345 Ha
* Kohn-Sham gap: 9.6 eV
* multiplicity: 1
* charge: 0
* structure (SMILES): C=C(CC)CCC

Cartesian coordinates (Å):
H -0.220 1.651 1.580
C -1.181 0.250 -1.100
C -1.532 -0.127 -2.536
H -2.032 0.567 -3.219
H 0.402 -1.757 3.013
H -2.146 -1.093 -2.576
H -0.876 1.385 -0.922
H 1.338 1.573 -0.199
C -0.138 -0.691 -0.477
H 2.115 2.101 1.373
H 0.700 -0.190 -0.946
C 0.439 -1.748 1.934
H -0.205 -1.699 -0.820
H -2.165 0.118 -0.604
C 0.483 0.860 1.570
H -0.597 -0.285 -3.050
H 0.657 -2.649 1.446
H 2.505 0.445 0.964
C -0.013 -0.573 1.117
H 0.709 0.591 2.618
C 1.756 1.270 0.833

Cartesian forces, eV/Å:
-1.0 0.7 -0.3
-2.3 1.4 1.2
0.1 -1.1 -0.8
-0.3 0.4 0.8
0.5 0.5 0.1
1.0 1.2 0.2
-0.5 -2.3 -0.6
1.8 -0.5 1.2
0.0 1.7 1.6
0.6 1.3 0.2
1.2 -0.8 0.3
-2.7 5.6 -3.1
-0.2 -0.7 -0.2
0.5 0.4 0.4
-0.2 -3.2 1.7
0.4 -0.5 -0.4
-0.3 -1.3 -0.7
-0.6 0.7 -1.0
3.5 -3.0 0.3
0.1 0.9 -0.1
-1.6 -1.1 -0.8



The following is a DFT calculation (ωB97M-V/def2-TZVPD) of a 10-piece molecular cluster, C30H85N5O15 overall.

## Properties
* LUMO energy: 0.0179 Ha
* Kohn-Sham gap: 9.8 eV
* multiplicity: 1
* charge: 0
* structure (SMILES): COC[C@H](C)N.COC[C@H](C)N.COC[C@H](C)N.COC[C@H](C)N.COC[C@H](C)N.OCCO.OCCO.OCCO.OCCO.OCCO

Cartesian coordinates (Å):
C 0.065 1.478 -5.130
H -4.676 1.532 -2.123
C -1.958 -2.360 -5.288
O -0.129 0.676 2.774
N -2.645 -2.639 -2.865
H 4.660 0.413 -0.176
H -1.460 -6.753 -5.480
H -0.339 1.699 -4.128
H -2.928 -0.585 4.862
H -5.429 -1.456 -1.192
O -1.991 3.659 1.889
O -4.440 -2.105 1.875
H -3.248 -7.110 -5.322
H -2.752 1.503 0.039
C -1.277 -2.064 0.628
H -1.553 -4.828 -3.957
H 0.225 0.113 6.041
H 1.183 3.549 0.244
H 1.085 -0.338 -3.644
C -0.397 1.969 2.239
H -4.728 -3.605 0.369
H -1.446 1.275 -2.149
O -2.785 -5.053 -5.630
O 1.370 1.029 -5.132
H -3.530 -1.800 6.043
C -1.884 2.211 -1.849
H 0.749 1.958 -7.591
H 1.730 3.606 -3.278
H -1.358 -0.560 1.942
C -5.193 -1.415 0.967
O 3.257 -0.853 -1.106
H 0.383 -2.651 1.830
H -2.632 1.730 2.122
H 5.058 -0.871 1.687
H 3.438 3.903 2.755
H -0.501 0.719 -5.606
H 6.027 4.902 -2.013
H 0.583 -2.982 0.118
C 4.431 -0.614 -0.309
H 2.818 -0.289 4.350
H 1.964 1.798 3.438
H 0.983 -3.982 3.602
H -2.215 2.786 -2.723
H -1.266 4.265 -6.359
H 1.427 -4.105 6.274
H 2.480 -0.625 -0.585
C -1.113 -2.392 4.889
H 4.043 0.442 5.381
H 5.125 3.411 3.125
H -5.103 -0.327 0.967
O 1.034 -1.045 0.728
H 1.922 2.039 -0.115
H 4.258 3.460 -2.674
H -3.155 -1.765 -2.732
H -6.235 -1.700 1.078
H -3.141 -3.307 -2.244
H 6.251 5.156 -0.334
H -0.883 2.042 -7.557
H 2.636 -0.377 -4.476
H -2.010 2.965 -5.347
H 2.255 1.769 6.563
H 4.620 5.445 -0.957
H -2.099 2.495 3.582
H -0.891 -2.517 -5.033
H -0.956 4.199 -4.603
H -2.340 -2.807 -6.241
C 2.622 3.557 -1.395
C 1.592 -0.289 -4.581
H 0.033 1.660 5.628
H -3.660 2.901 -0.707
O 5.129 3.450 -0.754
C 4.077 3.069 3.054
H 0.240 -5.311 4.216
H 3.385 -0.460 1.486
H 1.743 2.130 -2.647
H 1.522 -2.688 5.340
H 0.561 -2.702 6.909
H -1.841 -2.989 0.634
H -1.685 3.537 0.974
C 4.208 -1.069 1.068
H 3.985 1.972 -1.717
H -0.571 -1.697 4.230
H 0.200 2.815 2.599
C -0.334 -3.641 5.233
H -2.700 -6.656 -6.888
C 2.294 2.251 4.403
H -1.028 -4.275 5.794
C -2.496 -6.452 -5.800
N 0.116 -4.342 4.010
H 1.146 -1.086 -5.213
O 3.658 2.510 4.266
C 2.004 1.298 5.594
O 3.944 -2.450 1.237
C 4.071 3.065 -1.651
H 5.287 -1.005 -0.855
C -1.858 2.418 2.496
O -1.902 -1.346 1.710
N -0.002 2.591 -7.409
C -4.790 -1.854 -0.385
H -0.097 2.992 -1.571
C 0.055 2.751 -5.932
H 1.706 3.253 4.527
O -4.915 -3.259 -0.526
H 0.022 0.729 3.742
H 0.934 -0.528 1.532
H -3.916 -2.995 -4.518
C 0.865 -3.254 6.039
H -3.295 -5.138 -3.634
H 4.019 2.353 2.212
O -0.937 3.079 -1.091
H -2.096 -1.308 -5.383
N 1.639 3.131 -2.394
C 2.080 3.092 -0.040
C -1.136 3.609 -5.523
C -2.866 -3.070 -4.228
O -3.991 1.051 -1.627
C -2.581 -4.578 -4.292
H 3.075 -2.604 0.828
H -3.725 -1.530 -0.488
C 2.950 0.053 5.425
H 2.804 3.289 0.742
H -2.986 -0.304 6.674
H 0.981 3.303 -5.642
O -1.482 -1.605 6.029
C -3.121 1.989 -0.952
H -0.142 1.918 1.152
H -2.018 -2.713 4.356
C 0.217 -2.210 0.820
H -1.473 -1.507 -0.315
C 5.512 4.790 -1.027
H 2.667 -0.706 6.144
C -2.800 -1.049 5.840
H -3.505 -1.794 1.786
N 0.583 0.821 5.435
H 2.641 4.724 -1.433

Cartesian forces, eV/Å:
0.3 0.6 0.1
0.5 -0.2 0.4
-1.0 -1.5 0.2
0.1 0.3 -0.6
-0.6 -0.1 0.8
0.0 1.6 -0.3
-0.9 0.4 -0.4
0.2 -0.3 0.0
0.0 0.0 0.0
0.5 0.3 0.4
-0.2 0.8 -0.5
1.2 -0.4 1.4
0.4 0.4 0.4
-0.8 0.7 -1.7
-0.3 1.7 -0.2
-0.3 0.3 -0.1
0.2 -0.7 0.7
-1.4 0.8 0.1
-0.2 -0.2 1.1
-0.9 -0.2 -0.5
0.0 0.0 -0.4
0.2 -0.4 0.1
0.5 -0.7 0.4
1.7 -0.9 0.5
-0.7 -0.8 -0.4
-0.4 2.4 1.5
0.6 -0.6 -0.7
0.1 0.3 -0.2
-0.4 -0.4 0.1
-1.4 0.5 -1.2
0.8 0.3 -0.3
-0.2 0.1 -0.5
0.4 -0.3 -0.1
0.7 0.2 0.3
0.0 0.3 0.2
-1.4 -0.7 -0.4
-0.7 -0.3 0.3
0.0 0.6 0.0
-0.7 -0.4 -1.1
-0.2 -0.1 1.3
-0.2 0.0 0.8
-0.4 0.0 0.5
0.1 -0.3 -0.1
-0.6 0.6 -0.3
0.8 -1.4 0.8
-0.2 -0.1 0.2
-0.8 0.5 -0.8
-1.8 -1.0 0.8
-0.6 -0.2 0.2
0.0 0.2 0.5
-0.5 -0.2 -0.8
-0.1 -1.0 0.1
0.5 -0.4 0.4
0.3 0.0 0.1
-0.3 0.1 0.4
0.4 0.6 -0.3
0.1 -0.3 0.7
1.0 0.6 -0.2
1.1 -0.4 0.2
0.0 0.3 -0.2
-0.5 0.0 -0.4
0.6 -0.1 -0.2
0.5 0.2 -0.5
-0.6 -0.3 -0.5
-0.1 -0.4 -0.4
1.1 0.3 0.5
-0.2 2.3 1.2
-1.7 0.9 -1.2
-0.3 -0.3 0.0
0.2 0.2 0.0
-0.9 0.0 -0.6
0.0 0.0 -0.8
0.2 -0.6 0.0
0.1 -0.2 -0.1
0.1 0.6 0.4
-0.4 0.2 0.7
0.3 0.4 0.5
0.5 -0.5 -0.4
-0.1 0.3 0.0
-0.3 -0.7 1.3
0.5 0.1 0.2
0.2 -0.5 -0.2
0.3 -0.5 0.5
0.6 0.3 -0.4
0.8 0.3 0.9
-1.2 1.2 -0.5
0.2 -0.2 -0.1
-0.6 0.1 -0.9
-0.9 0.6 -0.2
0.4 0.4 0.1
0.8 0.0 1.0
0.9 -1.8 -1.0
-0.7 0.0 -0.3
-0.6 0.1 -1.1
-0.1 -0.6 0.2
0.3 -0.8 0.2
0.9 0.6 0.0
-1.0 -0.6 1.3
0.5 -0.1 -1.6
0.5 0.4 0.0
-0.2 1.3 0.2
0.8 -1.4 -0.2
0.3 -0.4 0.7
0.3 -0.2 0.4
-0.3 0.3 0.4
-0.2 0.3 -0.2
0.1 1.0 -1.0
0.4 0.5 -0.2
0.1 0.0 0.4
-1.5 -1.6 -0.7
-0.4 1.0 0.3
0.3 -1.1 -0.5
2.0 0.3 -0.5
0.2 -0.3 0.7
0.8 -0.6 -1.0
-0.1 0.5 0.2
-0.3 -0.9 -0.1
0.5 0.0 0.1
-0.6 -0.2 -0.5
0.8 1.9 -2.0
0.2 -0.1 0.0
0.5 -0.5 -1.1
-0.4 -0.4 -0.5
-0.6 -0.1 -0.1
1.0 -1.7 0.5
-0.7 0.0 0.6
0.1 0.2 0.0
0.4 -1.6 1.1
0.1 -0.5 0.3
-0.3 0.4 -0.7
0.5 -0.2 0.0
0.9 1.0 1.8
-0.5 -0.1 0.4
0.7 2.4 -0.5
-0.2 -1.9 0.1



The following is a DFT calculation (ωB97M-V/def2-TZVPD) of a 2-piece molecular cluster, C2H8N2O2 overall.

## Properties
* LUMO energy: 0.0306 Ha
* Kohn-Sham gap: 10.3 eV
* multiplicity: 1
* charge: 0
* structure (SMILES): [H]/N=C/ON.CO

Cartesian coordinates (Å):
H 3.052 -1.016 -0.875
H 1.727 -0.438 1.064
O -1.414 -0.813 0.086
C 1.480 -0.322 0.007
O 0.647 0.862 -0.109
H -1.235 -0.295 2.090
N 0.285 1.200 -1.445
H -2.532 0.526 1.207
H 0.665 2.134 -1.597
C -1.994 -0.423 1.309
H -0.868 -0.023 -0.332
H 0.766 0.522 -2.047
N 2.098 -0.714 -1.011
H -2.676 -1.201 1.652

Cartesian forces, eV/Å:
-0.4 -1.2 0.3
-0.4 -0.2 -0.1
1.2 1.5 -1.5
1.0 3.2 -0.8
0.8 -2.2 0.7
0.0 0.1 0.1
-0.2 -0.2 -0.4
-0.1 -0.1 0.1
0.1 -0.3 0.0
0.3 0.4 0.0
-2.2 -2.3 1.6
0.2 0.4 0.1
-0.4 0.8 0.0
0.0 0.0 -0.2



For reference, ΔE to the lowest compared entry with this formula, charge and spin by record: 57.0 98.6 0.0 71.4 0.0 101.3 kcal per mole.
For reference, calculated total energy by record: -799.25203 -249.66803 -7860.20710 -275.00242 -2596.18512 -340.86896 a.u..